# 1
DFT (wB97M-V/def2-TZVPD) results for a 10-piece molecular cluster, C33H36F7N3O21 overall.

The geometry in XYZ format:
```
100
Properties=species:S:1:pos:R:3:mulliken_charge:R:1
C 11.64 17.11 8.99 -0.51
C 11.60 16.19 10.21 0.38
O 11.90 14.90 9.70 0.18
C 11.71 14.99 8.34 0.32
O 11.67 14.02 7.65 -0.52
O 11.46 16.23 7.91 -0.41
F 10.37 16.18 10.83 -0.35
H 12.59 17.62 8.90 0.32
H 10.84 17.88 9.02 0.33
H 12.35 16.39 10.97 0.15
C 11.97 11.57 13.51 0.25
C 13.01 11.98 14.53 0.15
O 13.12 13.37 14.45 -0.35
C 12.62 13.76 13.23 0.53
O 12.86 14.79 12.74 -0.43
O 11.85 12.78 12.68 -0.26
F 14.21 11.33 14.29 -0.19
H 10.97 11.39 13.91 0.39
H 12.38 10.71 13.00 -0.29
H 12.81 11.69 15.58 0.24
C 11.09 7.60 8.71 -0.07
C 9.75 8.32 9.00 1.29
O 10.04 8.90 10.24 -0.32
C 11.13 8.22 10.83 0.83
O 11.59 8.46 11.92 -0.55
O 11.55 7.22 10.06 -0.42
F 8.69 7.40 9.12 -0.38
H 11.69 8.43 8.29 -0.12
H 11.10 6.71 8.13 0.50
H 9.49 9.08 8.28 -0.59
C 15.01 11.76 4.14 -0.35
C 14.11 12.74 4.87 0.28
O 15.09 13.78 5.17 -0.33
C 16.32 13.34 5.06 0.72
O 17.33 13.98 5.24 -0.60
O 16.32 12.10 4.55 -0.35
F 13.64 12.31 6.08 -0.14
H 14.91 11.96 3.08 0.33
H 14.79 10.73 4.32 0.22
H 13.21 13.17 4.39 0.30
C 20.34 9.61 12.63 -0.33
C 20.02 10.60 13.76 0.34
O 19.25 11.61 13.11 -0.33
C 19.48 11.60 11.77 0.80
O 19.23 12.50 11.01 -0.69
O 20.21 10.47 11.46 -0.40
F 21.29 11.03 14.13 -0.33
H 19.69 8.70 12.51 0.17
H 21.40 9.38 12.66 0.32
H 19.48 10.29 14.61 0.33
C 15.19 8.28 10.77 1.38
C 14.80 7.40 11.99 0.41
O 15.42 8.06 13.02 -0.39
C 16.49 8.78 12.65 0.46
O 17.22 9.30 13.36 -0.35
O 16.46 8.83 11.27 -0.29
F 15.41 6.17 11.95 -0.36
H 14.52 9.10 10.49 -1.18
H 15.31 7.67 9.89 0.22
H 13.76 7.24 12.25 0.28
C 14.93 12.33 10.96 0.29
C 14.84 12.52 9.46 0.78
O 13.56 12.09 9.15 0.07
C 13.22 11.14 10.10 -0.25
O 12.41 10.32 9.92 -0.20
O 13.94 11.30 11.26 -0.23
F 15.74 11.63 8.86 -0.32
H 14.54 13.20 11.48 -0.39
H 15.88 11.90 11.31 0.16
H 14.96 13.54 9.11 -0.39
N 17.28 14.48 10.55 0.35
C 17.22 14.83 9.23 -0.63
C 16.15 15.63 9.03 -0.86
C 15.55 15.91 10.24 0.27
C 16.32 15.24 11.17 -1.31
H 17.99 13.88 10.99 0.39
H 17.97 14.39 8.61 0.59
H 15.85 15.95 8.03 0.46
H 14.62 16.51 10.39 0.37
H 16.21 15.14 12.21 0.54
N 16.73 7.86 7.19 0.06
C 16.31 9.16 7.39 -1.61
C 15.17 9.34 6.68 0.96
C 14.90 8.09 6.02 -1.51
C 15.85 7.17 6.35 -0.66
H 17.64 7.54 7.46 0.24
H 16.89 9.91 7.90 0.67
H 14.61 10.23 6.56 0.85
H 14.00 7.85 5.52 0.54
H 16.04 6.18 6.10 0.54
N 10.50 11.36 7.35 1.12
C 9.15 11.51 7.42 -0.45
C 8.53 10.63 6.54 -0.90
C 9.59 10.03 5.80 -0.48
C 10.81 10.51 6.27 -0.69
H 11.20 11.96 7.73 -0.19
H 8.75 12.35 8.02 0.40
H 7.48 10.36 6.36 0.39
H 9.45 9.26 5.04 0.39
H 11.85 10.31 6.03 0.45
```

**2S+1**: 1
**E_HOMO**: -8.264 eV
**SMILES**: O=C1OC[C@@H](F)O1.O=C1OC[C@@H](F)O1.O=C1OC[C@@H](F)O1.O=C1OC[C@@H](F)O1.O=C1OC[C@@H](F)O1.O=C1OC[C@@H](F)O1.O=C1OC[C@@H](F)O1.c1cc[nH]c1.c1cc[nH]c1.c1cc[nH]c1
**Molecular weight**: 943.6 u
**Relative energy (zero: lowest compared OMol25 entry of this formula, charge and spin)**: 0.0 kJ/mol

# 2
DFT (wB97M-V/def2-TZVPD) results for C33H36HgN11O8S as an isolated structure.

The geometry in XYZ format:
```
90
Properties=species:S:1:pos:R:3:lowdin_spin:R:1
Hg -0.43 -2.47 0.07 0.00
C -3.38 -1.52 3.55 0.00
C -3.38 -0.81 2.18 0.00
C -4.45 0.28 2.14 0.00
O -2.14 -0.18 1.96 0.00
C -3.69 -1.92 1.11 0.00
O -4.87 -2.21 0.92 0.00
O -2.71 -2.48 0.55 0.00
H -3.18 -0.80 4.34 0.00
H -2.60 -2.28 3.55 0.00
H -4.34 -2.00 3.72 0.00
H -4.39 0.90 3.03 0.00
H -5.43 -0.18 2.07 0.00
H -4.28 0.90 1.26 0.00
H -1.44 -0.85 2.01 0.00
C 5.03 -1.93 -1.22 0.00
N 3.72 -2.56 -1.20 0.00
C 2.51 -2.07 -1.46 0.00
N 1.59 -2.97 -1.18 0.00
C 2.31 -4.02 -0.72 0.00
N 3.60 -3.81 -0.73 0.00
C 5.04 -0.67 -2.04 0.01
C 5.61 -0.63 -3.32 0.08
C 5.48 0.53 -4.09 0.00
C 4.78 1.61 -3.63 0.06
C 4.22 1.59 -2.33 0.04
C 4.40 0.44 -1.54 0.05
C 3.31 2.57 -1.87 0.12
N 2.83 2.67 -0.65 -0.02
N 1.74 3.42 -0.69 0.02
C 1.53 3.77 -1.95 0.14
O 2.57 3.34 -2.76 0.12
C 0.27 4.13 -2.48 0.07
C 0.04 4.50 -3.82 0.08
C -1.23 4.44 -4.34 0.01
C -2.30 3.94 -3.59 0.12
C -2.08 3.60 -2.25 0.02
C -3.08 2.81 -1.43 0.00
N -2.66 1.42 -1.38 0.00
C -1.55 0.85 -0.88 0.00
N -1.56 -0.44 -1.14 0.00
C -2.73 -0.62 -1.80 0.00
N -3.41 0.48 -1.97 0.00
C -0.85 3.79 -1.69 0.07
H 5.73 -2.68 -1.63 0.00
H 5.31 -1.72 -0.19 0.00
H 2.32 -1.09 -1.85 0.00
H 1.87 -4.94 -0.38 0.00
H 6.12 -1.49 -3.72 0.01
H 5.92 0.55 -5.08 0.00
H 4.63 2.48 -4.25 0.00
H 3.92 0.41 -0.57 0.00
H 0.88 4.78 -4.44 0.01
H -1.40 4.72 -5.37 0.00
H -3.26 3.79 -4.05 0.01
H -4.07 2.80 -1.90 0.00
H -3.16 3.20 -0.41 0.00
H -0.78 1.36 -0.34 0.00
H -3.07 -1.58 -2.14 0.00
H -0.66 3.54 -0.66 0.00
C -1.48 3.63 3.99 0.00
C -0.58 2.50 3.59 0.00
C 0.06 2.52 2.36 0.00
C 0.80 1.44 1.94 0.00
C 0.91 0.33 2.75 0.00
C 0.35 0.32 4.01 0.00
C -0.39 1.41 4.43 0.00
S 1.58 -1.19 2.05 0.00
O 2.62 -1.69 2.94 0.00
O 2.01 -0.84 0.71 0.00
N 0.26 -2.10 2.01 0.00
C 0.24 -3.24 2.89 0.00
C 0.03 -4.61 2.15 0.00
O 0.10 -5.63 2.83 0.00
O -0.19 -4.57 0.91 0.00
H -1.90 4.11 3.11 0.00
H -0.94 4.39 4.56 0.00
H -2.30 3.26 4.61 0.00
H -0.03 3.38 1.71 0.00
H 1.30 1.43 0.98 0.00
H 0.47 -0.55 4.64 0.00
H -0.86 1.41 5.41 0.00
H -0.57 -3.15 3.62 0.00
H 1.19 -3.30 3.44 0.00
N -1.58 -5.36 -1.55 0.00
N -1.81 -3.94 -1.71 0.00
H -2.43 -5.80 -1.19 0.00
H -0.90 -5.43 -0.79 0.00
H -2.56 -3.61 -1.09 0.00
H -2.10 -3.78 -2.68 0.00
```

**2S+1**: 2
**E_HOMO (alpha / beta)**: 0.006 / -3.182 eV
**Molecular weight**: 947.4 u
**Charge**: -2

# 3
DFT (wB97M-V/def2-TZVPD) results for C33H36KN4O2PS4 as an isolated structure.

The geometry in XYZ format:
```
81
Properties=species:S:1:pos:R:3:mulliken_charge:R:1
K -1.99 -1.21 0.15 0.70
C -0.78 2.33 -0.39 -0.03
C -1.78 2.71 0.71 -1.47
N -2.41 1.56 1.31 0.79
C -3.79 1.59 1.69 -0.46
C -4.78 1.76 0.52 -0.79
S -4.44 0.85 -1.02 -0.10
C -3.52 2.08 -1.99 -0.67
C -2.09 1.68 -2.39 -0.96
N -1.24 1.30 -1.29 1.30
H 0.13 1.94 0.09 -0.03
H -0.49 3.25 -0.93 0.12
H -2.56 3.35 0.30 0.49
H -1.24 3.34 1.44 0.39
H -1.80 1.01 1.89 -0.04
H -4.04 2.40 2.41 0.22
H -4.00 0.65 2.19 -0.06
H -4.91 2.81 0.25 0.43
H -5.75 1.39 0.86 0.45
H -3.51 3.01 -1.43 0.22
H -4.08 2.27 -2.91 0.51
H -1.67 2.52 -2.97 0.30
H -2.15 0.83 -3.07 0.43
H -0.45 0.75 -1.61 -0.55
S -2.17 -3.94 1.94 -0.42
C -3.70 -3.47 2.57 0.27
S -4.33 -1.88 2.29 -0.44
C -4.43 -4.35 3.39 0.16
C -5.68 -4.02 3.97 0.08
N -6.71 -3.82 4.46 -0.68
C -3.94 -5.65 3.74 0.07
N -3.59 -6.70 4.08 -0.68
O -0.93 -2.55 -1.90 -0.70
C 0.11 -2.54 -2.48 0.62
C 1.37 -2.58 -2.88 0.18
C 1.93 -3.85 -3.36 -1.40
C 3.06 -3.86 -4.10 -0.15
C 3.79 -2.65 -4.40 -1.01
C 3.41 -1.50 -3.76 0.15
C 2.28 -1.40 -2.93 0.10
P 1.88 -0.04 -1.90 0.64
C 3.31 0.33 -0.79 0.07
C 3.15 0.08 0.57 -0.09
C 4.19 0.28 1.46 -0.37
C 5.42 0.74 1.01 -0.52
C 5.59 1.00 -0.35 -0.67
C 4.55 0.80 -1.24 -0.15
C 1.94 1.45 -2.98 0.23
C 2.05 2.73 -2.43 -0.53
C 1.94 3.86 -3.22 -0.62
C 1.70 3.74 -4.59 -0.45
C 1.58 2.47 -5.14 -0.66
C 1.69 1.34 -4.34 -0.69
H 1.42 -4.78 -3.12 0.39
H 3.45 -4.81 -4.45 0.34
H 4.67 -2.68 -5.02 0.37
H 4.03 -0.61 -3.86 0.20
H 2.18 -0.27 0.93 0.22
H 4.05 0.07 2.52 0.40
H 6.24 0.90 1.70 0.36
H 6.55 1.36 -0.71 0.38
H 4.69 1.01 -2.29 0.19
H 2.23 2.84 -1.36 0.43
H 2.03 4.85 -2.78 0.39
H 1.61 4.62 -5.21 0.35
H 1.39 2.36 -6.20 0.40
H 1.60 0.35 -4.77 0.39
O -0.49 -0.45 2.16 -0.77
S 0.01 -1.59 3.01 0.17
C 1.16 -0.79 4.18 -0.50
C 0.28 -0.09 5.20 -0.63
C -0.75 -1.14 5.60 -0.78
C -1.23 -1.83 4.32 0.01
H 1.80 -0.12 3.59 0.09
H 1.77 -1.58 4.62 0.52
H -0.21 0.76 4.72 0.17
H 0.85 0.29 6.05 0.44
H -1.58 -0.72 6.16 0.34
H -0.26 -1.88 6.25 0.33
H -2.13 -1.39 3.88 -0.06
H -1.42 -2.89 4.42 0.37
```

**2S+1**: 1
**E_HOMO**: -0.868 eV
**Molecular weight**: 719.0 u
**Relative energy (zero: lowest compared OMol25 entry of this formula, charge and spin)**: 0.0 kJ/mol
**Charge**: -2

# 4
DFT (wB97M-V/def2-TZVPD) results for C33H37BNO8P2SeV as an isolated structure.

The geometry in XYZ format:
```
84
Properties=species:S:1:pos:R:3:lowdin_spin:R:1
V -0.31 -1.59 -0.24 0.95
O -1.23 0.34 -0.17 0.01
P -1.09 1.65 -0.91 0.00
C 0.68 2.13 -0.90 0.00
P 1.78 0.72 -1.32 0.00
O 1.02 -0.58 -1.39 0.01
C 2.95 0.49 0.04 0.00
C 3.43 1.61 0.76 0.00
C 4.23 1.37 1.85 0.00
C 4.68 0.10 2.16 0.00
C 4.25 -0.97 1.39 0.00
C 3.33 -0.79 0.35 0.00
C 2.54 1.26 -2.85 0.00
C 3.06 2.57 -2.80 0.00
C 3.57 3.14 -3.93 0.00
C 3.62 2.40 -5.12 0.00
C 3.08 1.14 -5.15 0.00
C 2.56 0.53 -4.03 0.00
C -1.92 3.04 -0.11 0.00
C -2.30 2.90 1.21 0.00
C -2.99 3.99 1.78 0.00
C -3.15 5.15 1.08 0.00
C -2.67 5.31 -0.24 0.00
C -2.12 4.20 -0.88 0.00
C -1.59 1.62 -2.60 0.00
C -0.76 1.75 -3.68 0.00
C -1.19 1.73 -5.03 0.00
C -2.56 1.64 -5.30 0.00
C -3.41 1.58 -4.21 0.00
C -2.96 1.50 -2.93 0.00
H 0.84 2.30 0.16 0.00
H 0.80 2.98 -1.55 0.00
H 3.23 2.65 0.51 0.00
H 4.56 2.28 2.35 0.00
H 5.31 -0.09 3.04 0.00
H 4.52 -1.95 1.65 0.00
H 2.93 -1.66 -0.12 0.00
H 3.08 3.09 -1.86 0.00
H 3.89 4.19 -3.90 0.00
H 4.04 2.82 -6.04 0.00
H 3.01 0.56 -6.04 0.00
H 2.16 -0.47 -4.10 0.00
H -2.14 1.98 1.71 0.00
H -3.32 3.94 2.82 0.00
H -3.56 6.02 1.63 0.00
H -2.82 6.26 -0.73 0.00
H -1.88 4.20 -1.94 0.00
H 0.31 1.89 -3.56 0.00
H -0.46 1.72 -5.80 0.00
H -2.95 1.53 -6.27 0.00
H -4.46 1.48 -4.41 0.00
H -3.68 1.35 -2.17 0.00
C 1.44 -2.17 3.55 0.00
C -0.01 -2.05 3.20 0.00
C -0.42 -0.59 3.35 0.00
O -0.23 -2.50 1.83 0.01
B -0.32 -3.90 1.94 0.00
O -0.45 -4.38 3.23 0.00
C -0.81 -3.15 3.98 0.00
C -0.41 -3.17 5.45 0.00
C -2.30 -2.94 3.95 0.00
H 2.05 -1.42 3.06 0.00
H 1.84 -3.15 3.33 0.00
H 1.59 -2.07 4.64 0.00
H 0.17 0.00 2.64 0.00
H -0.22 -0.29 4.41 0.00
H -1.47 -0.41 3.11 0.00
H 0.44 -3.83 5.68 0.00
H -1.24 -3.51 5.99 0.00
H -0.14 -2.16 5.73 0.00
H -2.70 -2.74 2.94 0.00
H -2.43 -2.02 4.52 0.00
H -2.79 -3.77 4.36 0.00
C -4.32 -4.12 -0.35 0.00
C -3.08 -3.39 -0.18 0.00
N -2.13 -2.75 -0.16 0.00
H -4.99 -3.62 -1.00 0.00
H -4.78 -4.33 0.62 0.00
H -4.11 -5.10 -0.77 0.00
O -0.43 -4.69 0.83 0.00
Se 0.89 -4.75 -0.31 0.00
O 0.61 -5.97 -1.30 0.00
O 0.55 -3.28 -0.97 0.01
O 2.26 -4.74 0.53 0.00
```

**2S+1**: 2
**E_HOMO (alpha / beta)**: -9.972 / -9.370 eV
**Molecular weight**: 778.3 u
**Relative energy (zero: lowest compared OMol25 entry of this formula, charge and spin)**: 0.0 kJ/mol
**Charge**: +1

# 5
DFT (wB97M-V/def2-TZVPD) results for C33H37ClCuF6IN8O7S2 as an isolated structure.

The geometry in XYZ format:
```
96
Properties=species:S:1:pos:R:3:lowdin_spin:R:1
Cu 1.82 -0.58 0.40 0.76
F -1.30 3.79 3.52 0.00
C -0.51 2.80 3.95 0.00
F -1.00 1.64 3.49 0.00
F -0.52 2.77 5.27 0.00
S 1.19 3.05 3.30 0.00
O 1.11 2.86 1.87 0.00
O 1.63 4.30 3.82 0.00
N 1.91 1.83 4.03 0.00
S 2.57 0.63 3.34 0.00
O 1.74 -0.08 2.35 0.03
O 3.17 -0.26 4.29 0.00
C 4.00 1.33 2.34 0.00
F 5.01 0.47 2.33 0.00
F 3.61 1.55 1.07 0.00
F 4.40 2.47 2.87 0.00
O 3.96 -6.01 -3.51 0.00
C 3.53 -6.28 -2.19 0.00
C 2.80 -5.07 -1.66 0.00
C 2.09 -5.14 -0.47 0.00
C 1.47 -4.00 0.01 0.00
N 1.53 -2.83 -0.61 0.00
C 2.20 -2.76 -1.76 0.00
C 2.84 -3.86 -2.33 0.00
C 2.31 -1.42 -2.39 0.00
C 2.41 -1.24 -3.76 0.00
C 2.53 0.04 -4.28 0.00
C 2.68 0.24 -5.77 0.00
O 2.17 -0.82 -6.54 0.00
C 2.53 1.11 -3.40 0.00
C 2.42 0.87 -2.05 0.00
N 2.32 -0.37 -1.55 0.06
H 4.39 -6.79 -3.86 0.00
H 4.37 -6.48 -1.53 0.00
H 2.86 -7.14 -2.15 0.00
H 2.01 -6.07 0.08 0.00
H 0.90 -4.03 0.93 0.00
H 3.39 -3.77 -3.25 0.00
H 2.38 -2.10 -4.42 0.00
H 3.74 0.30 -6.00 0.00
H 2.24 1.20 -6.06 0.00
H 1.21 -0.78 -6.56 0.00
H 2.61 2.13 -3.76 0.00
H 2.41 1.68 -1.33 0.00
C -4.28 4.91 1.60 0.00
C -4.20 3.98 0.38 0.00
C -5.61 3.42 0.15 0.00
C -3.83 4.83 -0.84 0.00
C -3.12 2.87 0.63 0.00
O -1.84 3.49 0.80 0.00
C -3.38 1.99 1.88 0.00
C -4.39 0.83 1.79 0.00
C -3.88 -0.50 1.30 0.00
C -2.74 -1.10 1.83 0.00
C -2.29 -2.32 1.35 0.00
C -2.99 -2.95 0.33 0.00
Cl -2.40 -4.46 -0.31 0.00
C -4.13 -2.39 -0.19 0.00
C -4.57 -1.17 0.29 0.00
C -2.91 2.03 -0.62 0.00
N -1.85 1.02 -0.49 0.00
C -0.72 1.04 0.21 0.00
N -0.06 -0.10 -0.02 0.06
C -0.85 -0.77 -0.90 0.00
N -1.94 -0.12 -1.21 0.00
H -4.96 5.74 1.37 0.00
H -3.32 5.37 1.86 0.00
H -4.68 4.41 2.48 0.00
H -6.27 4.24 -0.14 0.00
H -6.04 2.98 1.06 0.00
H -5.65 2.68 -0.65 0.00
H -4.46 5.71 -0.87 0.00
H -3.99 4.29 -1.78 0.00
H -2.79 5.16 -0.80 0.00
H -1.86 4.07 1.57 0.00
H -3.66 2.65 2.70 0.00
H -2.41 1.58 2.15 0.00
H -5.24 1.10 1.16 0.00
H -4.80 0.68 2.79 0.00
H -2.19 -0.61 2.63 0.00
H -1.40 -2.78 1.77 0.00
H -4.67 -2.90 -0.99 0.00
H -5.46 -0.73 -0.13 0.00
H -2.64 2.66 -1.46 0.00
H -3.81 1.47 -0.88 0.00
H -0.40 1.85 0.84 0.00
H -0.62 -1.75 -1.29 0.00
I 7.06 -3.71 0.02 0.00
C 5.40 -2.76 0.76 0.00
C 4.84 -2.88 2.02 0.00
N 3.75 -2.11 2.04 0.00
N 3.57 -1.48 0.86 0.05
C 4.57 -1.86 0.08 0.00
H 5.16 -3.43 2.89 0.00
H 3.17 -1.87 2.83 0.00
H 4.66 -1.49 -0.92 0.00
```

**2S+1**: 2
**E_HOMO (alpha / beta)**: -11.062 / -11.061 eV
**Molecular weight**: 1061.7 u
**Relative energy (zero: lowest compared OMol25 entry of this formula, charge and spin)**: 52.2 kJ/mol
**Charge**: +1